[1]
{"formula": "C16H32BrN4O", "method": "ωB97M-V with the def2-TZVPD basis set", "total_charge": 1, "orbital_gap_ev": 7.48, "species": ["C", "O", "C", "C", "C", "C", "C", "C", "C", "C", "C", "C", "C", "N", "N", "N", "C", "C", "C", "C", "Br", "N", "H", "H", "H", "H", "H", "H", "H", "H", "H", "H", "H", "H", "H", "H", "H", "H", "H", "H", "H", "H", "H", "H", "H", "H", "H", "H", "H", "H", "H", "H", "H", "H"], "positions_angstrom": [[3.1719, -2.7902, -0.1641], [3.4965, -1.4768, -0.6106], [4.2040, -0.7341, 0.3804], [4.1245, 0.7849, 0.0943], [2.9867, 1.5047, 0.8998], [2.0604, 2.3690, 0.0141], [1.0081, 1.5402, -0.7834], [-0.0386, 2.5473, -1.3306], [-1.0643, 1.9863, -2.3821], [-0.8391, 0.5257, -2.8322], [-1.6468, -0.4474, -1.9297], [-1.3015, -1.9302, -2.1704], [-1.9263, -2.8785, -1.0944], [-1.5440, -2.3251, 0.2245], [-0.3944, -2.3275, 0.7292], [-0.4948, -1.6870, 1.8952], [-1.7545, -1.3030, 2.0464], [-2.2918, -0.5078, 3.2159], [-3.3757, 0.4815, 2.6934], [-2.7781, 1.8149, 2.1896], [-4.7138, 0.7807, 4.1101], [-2.4584, -1.7179, 0.9571], [3.4097, -3.5306, -0.9471], [3.6962, -3.0744, 0.7633], [2.0801, -2.8231, 0.0138], [3.8979, -0.9833, 1.4120], [5.2771, -1.0103, 0.3010], [5.1027, 1.1821, 0.4165], [4.0618, 0.9918, -0.9856], [3.5154, 2.2069, 1.5723], [2.4506, 0.8143, 1.5739], [2.6873, 2.9927, -0.6434], [1.5405, 3.0767, 0.6911], [1.5791, 1.1008, -1.6183], [0.5767, 0.7812, -0.1108], [-0.5810, 2.9460, -0.4524], [0.5025, 3.3970, -1.7745], [-1.0270, 2.6410, -3.2657], [-2.0722, 2.1001, -1.9417], [0.2086, 0.2263, -2.9581], [-1.3000, 0.4307, -3.8351], [-2.7296, -0.3181, -2.1356], [-1.4966, -0.1122, -0.8859], [-1.5587, -2.2845, -3.1784], [-0.2037, -2.0250, -2.0614], [-1.5819, -3.9140, -1.2085], [-3.0175, -2.8450, -1.2279], [-1.4505, 0.1160, 3.5600], [-2.6438, -1.1711, 4.0156], [-3.9536, 0.0737, 1.8474], [-2.2775, 2.3216, 3.0285], [-2.0799, 1.6514, 1.3479], [-3.6005, 2.4270, 1.7918], [-3.4424, -1.5954, 0.7430]], "forces_ev_per_a": [[-0.477, -0.106, -0.267], [-0.187, -0.174, 0.747], [1.181, 0.485, -0.831], [-0.259, -0.502, 0.910], [1.028, 0.784, -0.387], [-0.392, -0.550, 1.014], [0.943, 1.644, -0.234], [-0.184, -0.675, 0.108], [0.608, 0.359, 0.328], [-1.486, -0.113, -0.549], [-0.164, 0.024, -0.409], [0.961, -0.053, 0.942], [0.402, 0.659, -1.673], [-2.228, -1.601, -2.576], [0.066, 0.468, 1.079], [0.151, 0.141, 0.087], [-0.265, 0.236, 0.498], [0.008, 0.598, -1.102], [-0.063, 0.187, -0.155], [-0.453, -0.364, 0.242], [0.448, -0.001, -0.442], [1.292, 0.675, 2.081], [0.028, 0.357, 0.256], [-0.107, 0.139, -0.354], [0.438, -0.175, 0.091], [-0.230, 0.174, -0.379], [-0.407, -0.100, 0.130], [-0.431, 0.030, -0.124], [-0.113, -0.321, 0.310], [-0.367, -0.276, -0.110], [-0.032, 0.122, -0.509], [-0.304, -0.287, 0.006], [0.050, -0.249, -0.356], [-0.478, -0.354, 0.396], [0.100, 0.042, -0.396], [0.166, -0.017, -0.418], [-0.130, -0.290, 0.178], [-0.114, -0.240, 0.276], [0.252, -0.219, -0.425], [-0.251, 0.168, 0.339], [0.366, 0.005, 0.286], [0.419, 0.181, 0.076], [0.120, -0.422, -0.236], [-0.102, 0.184, 0.347], [-0.377, -0.097, -0.202], [0.015, 0.376, 0.368], [0.278, -0.060, 0.640], [-0.233, -0.535, 0.215], [0.086, 0.164, -0.279], [0.034, -0.090, 0.539], [-0.117, -0.003, -0.461], [-0.066, -0.076, 0.432], [0.350, -0.012, 0.301], [0.230, -0.243, -0.350]]}

[2]
{"formula": "C16H32Cl2F7O15PV", "method": "ωB97M-V with the def2-TZVPD basis set", "s_squared": 3.752, "orbital_gap_ev": [8.00, 10.78], "spin_multiplicity": 4, "species": ["V", "P", "F", "F", "F", "F", "F", "F", "F", "C", "O", "C", "O", "O", "C", "H", "H", "H", "H", "H", "H", "C", "O", "C", "O", "O", "C", "H", "H", "H", "H", "H", "H", "C", "O", "C", "O", "O", "C", "H", "H", "H", "H", "H", "H", "C", "O", "C", "O", "O", "C", "H", "H", "H", "H", "H", "H", "C", "O", "C", "O", "O", "C", "H", "H", "H", "H", "H", "H", "C", "Cl", "Cl", "H", "H"], "positions_angstrom": [[0.2611, -0.0553, -0.1849], [2.5391, 1.3207, -2.3785], [1.2657, 1.4338, -1.3775], [2.7297, 2.9467, -2.4980], [3.3940, 1.1736, -1.0036], [3.8101, 1.0918, -3.3031], [2.1883, -0.2721, -2.2703], [1.4781, 1.3818, -3.6341], [-1.3038, -0.6086, 1.0885], [-1.1318, 1.7127, 3.4897], [-0.4864, 2.8324, 2.8657], [0.4581, 2.7353, 1.9225], [0.6369, 1.7563, 1.2340], [1.1435, 3.8478, 1.8940], [2.2770, 4.0299, 1.0652], [-0.4850, 0.8355, 3.4748], [-2.0138, 1.4195, 2.9202], [-1.5242, 1.9811, 4.4706], [2.5972, 5.0478, 1.2877], [1.9585, 3.9143, 0.0292], [3.0747, 3.3424, 1.3465], [1.5241, -3.7416, -2.7631], [1.4682, -4.1916, -1.4170], [1.0782, -3.3704, -0.4398], [0.6978, -2.1990, -0.6041], [1.1139, -4.0861, 0.6938], [0.7052, -3.4908, 1.9092], [1.9453, -2.7402, -2.8520], [0.5410, -3.8664, -3.2168], [2.2687, -4.2619, -3.3656], [0.8414, -4.3047, 2.6214], [-0.3800, -3.3952, 1.9442], [1.1404, -2.5783, 2.3167], [2.4400, 0.2129, 3.8264], [3.4164, -0.2219, 2.9344], [3.1040, -0.7609, 1.7172], [2.0362, -0.5576, 1.1428], [4.0897, -1.5081, 1.3188], [4.2412, -1.9698, 0.0103], [2.7657, 0.0484, 4.8535], [1.6580, -0.5082, 3.5883], [2.0660, 1.2061, 3.5777], [3.4633, -1.5665, -0.6380], [4.0668, -3.0457, -0.0020], [5.0786, -1.7008, -0.6335], [-2.7520, -2.8749, -1.2120], [-3.0670, -2.0190, -2.2813], [-2.2294, -0.9266, -2.5646], [-1.1492, -0.6560, -2.0231], [-2.8065, -0.2787, -3.5606], [-2.1201, 0.8019, -4.2539], [-3.3956, -3.7545, -1.1971], [-2.7231, -2.3491, -0.2576], [-1.7246, -3.2030, -1.3699], [-2.8446, 1.3476, -4.8583], [-1.3822, 0.3607, -4.9239], [-1.6798, 1.5526, -3.5976], [-4.0533, 1.2749, 0.2546], [-3.4909, 2.2975, -0.5874], [-2.2092, 2.4493, -0.8716], [-1.3356, 1.6475, -0.4675], [-2.0950, 3.5736, -1.6235], [-0.8847, 4.0232, -2.1274], [-3.5731, 1.2462, 1.2327], [-4.0431, 0.2965, -0.2258], [-5.0989, 1.5616, 0.3668], [-0.2918, 3.4911, -2.8714], [-0.2115, 4.2136, -1.2916], [-0.9964, 4.9568, -2.6787], [-3.4833, -1.5797, 3.1606], [-4.7147, -0.9109, 4.3571], [-3.8282, -3.2400, 2.9463], [-3.6198, -1.1601, 2.1639], [-2.4335, -1.4118, 3.4013]], "forces_ev_per_a": [[-1.146, -0.787, 1.228], [-0.447, -0.125, -0.786], [-1.243, 1.582, 0.444], [-0.263, -1.214, 0.827], [0.763, 0.569, -0.601], [-0.319, -0.244, 0.192], [0.938, -0.870, -0.612], [0.826, 0.214, 0.309], [0.845, -0.211, -0.363], [-0.392, -0.705, -1.172], [0.130, 0.962, 0.595], [-0.681, -1.457, 0.213], [0.443, 0.445, 0.307], [-0.638, 0.692, 1.086], [0.016, -0.055, -0.365], [0.083, 0.120, 0.255], [0.102, 0.049, -0.324], [0.711, 0.336, 0.012], [-0.020, -0.106, -0.249], [0.465, -0.061, -0.068], [-0.106, -0.151, -0.244], [0.326, 0.916, -0.765], [0.421, -0.167, 0.640], [-0.894, 1.457, -0.649], [0.924, -2.609, 0.461], [0.643, 1.195, -1.155], [-1.562, -1.027, 1.610], [-0.809, 0.464, 0.388], [0.106, 0.331, -0.034], [-0.181, -0.998, 0.616], [0.503, 0.139, 0.137], [-0.094, 0.540, -0.502], [0.433, -0.044, -0.924], [-1.866, -1.048, -0.788], [2.361, -0.936, -1.874], [-1.893, 1.628, 0.523], [1.447, -0.358, 0.753], [1.653, 0.455, 1.014], [-2.159, -0.677, -2.513], [0.237, 0.382, -0.259], [-0.942, 0.391, 0.790], [0.270, 0.094, 0.334], [-0.567, 0.130, 0.285], [0.430, -0.058, 0.179], [0.941, 0.239, 1.374], [1.722, -0.108, 0.661], [0.543, 2.473, -1.161], [0.783, -1.161, 1.147], [-2.446, -0.639, -1.124], [-0.067, 0.406, -0.032], [0.150, -0.062, 0.006], [-0.250, 0.444, -0.248], [-0.313, 0.072, 0.079], [0.106, -0.320, 0.132], [-0.325, -0.496, 0.148], [0.144, 0.122, 0.245], [0.209, -0.498, 0.301], [0.129, 0.030, -0.031], [-0.473, 0.797, -0.462], [1.607, -2.132, 1.075], [-2.131, 3.085, -1.718], [-1.392, -1.695, 0.300], [2.514, 1.174, 0.012], [0.180, -0.077, -0.218], [0.410, 0.047, -0.019], [0.162, 0.137, 0.010], [-0.570, -1.375, 0.240], [0.168, 0.052, -0.027], [-0.845, 0.239, 0.538], [-0.523, 1.104, -0.408], [1.196, 0.041, -0.765], [0.077, -1.701, -0.046], [-0.203, 0.559, 0.435], [-0.354, 0.063, 0.606]]}

> What is the formula in the first record?

C16H32BrN4O